Entry 1:
ORCA calculation (ωB97M-V with the def2-TZVPD basis set) on 5 unconnected molecules or ions with the total composition C20H47BrF3IN3O20P6 at a distorted geometry.

As for the energy: -208951.604 eV. The value obtained for the LUMO energy is -4.331 eV. As for the energy relative to the best compared isomer or geometry (same formula, charge and spin): 102.9 kcal per mole. As for the multiplicity: 1. The total charge is +1.

Structure (XYZ):
```
101
Properties=species:S:1:pos:R:3:forces:R:3:lowdin_charge:R:1
C -0.563620 3.788341 -9.168237 -0.4 0.4 -0.6 -0.093
N 2.615178 -4.056239 0.668001 3.3 0.7 -1.5 0.073
H -6.751065 -7.391858 -2.534840 0.1 -0.1 0.0 0.087
C 2.421546 -0.900504 2.107961 -1.0 -0.4 -6.2 -0.401
H 4.132118 -0.633491 -2.427940 0.2 -1.1 -0.6 0.071
H -5.575649 -3.634217 -3.659772 0.0 -0.1 0.0 0.095
C 8.804628 4.646226 5.549590 0.1 0.5 -0.3 -0.095
H -4.045177 -4.340806 -4.225751 -0.1 0.0 0.0 0.093
H -8.177290 2.809924 5.147553 0.0 0.0 -0.1 0.094
H 8.459594 5.508920 6.120156 0.0 -0.1 0.0 0.094
H -3.224562 -0.196055 1.411628 0.5 0.7 -0.8 0.133
O 0.261198 3.091139 -8.242823 0.0 -0.3 1.2 -0.215
H 4.898460 -1.755212 -0.375728 -1.0 -0.7 1.1 0.100
H -6.488203 0.829260 0.270239 0.0 0.1 0.1 0.096
H 10.833053 2.005687 5.854634 -0.1 0.0 -0.1 0.089
O 6.758607 2.206158 5.397027 1.1 -0.1 0.0 -0.277
H -0.058382 0.939245 -6.693200 0.1 0.1 0.0 0.090
C -0.453538 0.288304 -0.327802 0.3 -1.4 0.7 -0.017
H -1.872175 -5.213033 -1.208149 0.0 -0.1 -0.1 0.075
O 8.558989 1.051224 6.877654 0.2 0.7 -0.9 -0.215
H -4.135447 -3.571330 -2.621178 0.0 0.0 -0.1 0.069
H -5.847349 6.109259 2.111583 0.0 -0.1 0.0 0.095
H -2.069687 -6.931232 -0.791684 -0.1 0.0 0.0 0.094
O 1.139789 2.495925 -5.966783 -0.2 0.9 -0.3 -0.213
O 8.776298 3.500380 6.390593 -0.3 -0.9 0.2 -0.231
H 4.432220 -4.486330 -0.349991 -0.3 1.4 0.8 0.126
O 3.678480 -1.502079 -2.609550 -2.0 2.7 2.2 -0.279
O 2.039987 -1.904532 4.755593 1.3 2.1 -0.9 -0.420
H 1.701281 0.732313 -6.862971 -0.1 0.0 0.0 0.097
H -0.848342 3.095540 -9.961171 0.1 0.0 0.1 0.093
C -5.825088 5.205504 1.500594 -0.2 0.6 -0.4 -0.102
H -5.230080 5.392689 0.605596 0.0 -0.1 0.1 0.092
F -2.880990 -2.700759 0.089325 1.5 2.2 -2.3 0.051
C 2.918003 -1.365852 0.726829 0.5 0.7 2.9 -0.167
H 7.686778 2.192169 8.391009 0.0 -0.1 0.0 0.088
H 8.577758 0.747495 8.899928 0.0 0.0 -0.2 0.094
C -6.030797 1.767922 0.585211 0.2 -0.2 -0.4 -0.097
C 4.292455 -2.189653 0.486468 -1.4 -0.2 -0.1 -0.102
F -1.243868 -2.328329 -1.524225 -2.6 1.6 1.9 0.058
C 0.909139 1.115879 -6.217658 0.0 -0.7 -0.1 -0.104
H 10.805320 0.560644 4.815957 0.0 0.1 0.0 0.094
H -1.609719 2.300224 -4.447199 0.0 0.0 0.0 0.083
O 0.606365 4.984828 -6.494687 -0.2 -1.3 0.1 -0.224
P -6.142672 3.005187 2.849112 0.1 -0.1 0.5 0.387
C -4.679270 -4.173678 -3.352128 0.1 0.6 -0.2 -0.097
C 3.815128 -3.714662 0.217904 -2.4 -0.4 0.9 -0.172
H 0.931039 0.581240 -5.267243 0.0 0.1 0.0 0.061
H -0.559426 1.374422 0.027994 0.1 -1.7 -0.6 0.144
H 4.938923 -2.103830 1.429605 -1.1 -0.2 -1.3 0.109
H -6.190738 -9.063504 -2.809788 0.0 0.1 0.0 0.095
H 1.919055 -1.389528 5.585328 0.0 -0.4 -0.6 0.047
C -2.539524 -6.073712 -1.276658 0.2 0.1 0.6 -0.108
H 9.834036 4.820157 5.229929 -0.1 0.0 0.0 0.092
O -2.754107 -6.371905 -2.647107 -0.7 -0.4 -0.6 -0.205
H -3.470516 -5.833304 -0.757986 0.1 0.0 -0.1 0.087
C 10.569540 1.624926 4.865332 0.7 -0.1 0.1 -0.101
H -5.952949 2.432351 -0.277796 0.0 -0.1 0.0 0.094
H 2.145516 0.995045 -2.389029 -0.8 -0.3 -0.9 0.083
Br 3.705289 0.947006 4.524355 -0.6 -0.9 -0.3 0.267
N 2.000007 -0.991962 -0.339226 -0.3 2.3 5.1 -0.128
P -4.242359 -6.705665 -3.133102 -0.1 -0.6 -0.7 0.387
C -2.242536 -1.695267 -0.728321 -1.4 -0.7 -0.1 -0.319
H -0.498370 0.173209 -1.462883 0.5 0.5 1.6 0.116
P 8.187677 2.142968 5.769850 -0.3 0.0 -0.1 0.386
H -6.454581 -8.465520 -1.156496 0.2 0.0 -0.1 0.092
P 3.265643 -1.165822 3.778404 -0.5 -1.0 0.3 0.596
O -5.213077 4.157080 2.241717 -0.2 -0.9 0.7 -0.212
O -4.755587 -7.780444 -2.065825 0.7 1.0 -0.2 -0.216
F -3.264288 -1.145336 -1.570905 2.9 -1.6 1.9 0.074
H -9.297178 3.675156 4.071734 0.2 0.0 0.0 0.094
H -0.007574 4.620352 -9.602947 0.0 0.0 0.1 0.095
I 0.061033 0.529168 3.269684 -0.3 0.1 -0.8 1.097
P 2.048994 -1.222975 -2.106598 -0.4 -1.3 -3.8 0.985
P 0.228121 3.575505 -6.719780 0.3 0.7 -0.3 0.386
N 1.154229 -0.268423 1.717246 1.4 -1.1 -2.4 -0.463
C 0.896753 -0.319581 0.313961 1.0 0.0 1.5 -0.198
O -4.366062 -7.109598 -4.547645 0.4 0.5 1.2 -0.222
H 8.169743 4.522764 4.669396 0.0 0.0 0.1 0.088
H -2.534388 3.785892 -4.757548 0.1 0.0 -0.1 0.093
O -6.863451 2.379706 1.557992 -0.2 0.4 0.8 -0.229
O -1.263605 3.201382 -6.255432 0.4 0.0 -0.6 -0.231
H 11.160995 2.157876 4.119693 -0.1 0.0 0.0 0.094
H -6.843001 4.953655 1.194597 0.1 0.0 0.1 0.088
H -0.810248 3.888963 -4.334703 -0.1 0.0 -0.1 0.088
O 9.190833 1.810975 4.568914 -1.1 0.0 0.5 -0.211
O -7.321538 3.816087 3.561252 0.9 -0.2 -0.9 -0.213
O 1.614343 0.288219 -2.849033 2.2 -1.1 3.0 -0.294
C -1.561966 3.305812 -4.871741 -0.2 0.0 0.4 -0.104
H 6.986798 0.572080 8.126164 0.0 0.1 0.0 0.091
O -5.063849 -5.387748 -2.734329 -0.1 -0.9 0.2 -0.230
C -8.395946 3.061914 4.108694 -0.6 -0.3 0.4 -0.093
O -5.446293 2.018451 3.701786 -0.2 0.8 -0.9 -0.239
C -1.663299 -0.604188 0.288638 0.6 0.3 0.7 -0.278
C -6.113164 -8.193318 -2.156158 -0.7 -0.3 0.0 -0.095
H -1.257232 -1.193691 1.197650 -0.7 0.6 -1.6 0.129
H -5.031006 1.565135 0.975393 -0.1 0.0 0.0 0.064
H -8.574476 2.147489 3.538910 0.0 0.1 0.0 0.087
H -1.471965 4.163102 -8.691695 0.1 0.0 0.0 0.087
C 7.910312 1.153394 8.138712 -0.3 -0.1 0.7 -0.095
H 2.414748 -5.040446 0.421173 0.2 0.5 0.2 0.059
O -2.678726 0.303745 0.749195 0.3 -1.8 0.1 -0.056
```
Forces are in eV/Å.

***

Entry 2:
ORCA calculation (ωB97M-V with the def2-TZVPD basis set) on a molecular structure, C20H47GeIrN6O3.

As for the energy: -95928.943 eV. The value obtained for the LUMO energy (alpha / beta) is -6.906 / -6.915 eV. As for the energy relative to the best compared isomer or geometry (same formula, charge and spin): 1.6 kcal per mole. As for the multiplicity: 1. The total charge is +2.

Structure (XYZ):
```
78
Properties=species:S:1:pos:R:3:forces:R:3:lowdin_charge:R:1
H 2.488232 -2.210610 0.990320 0.0 0.0 0.0 0.089
H -2.919991 0.828855 4.027682 0.0 0.0 0.0 0.076
H -4.822546 0.958631 0.795542 0.0 0.0 0.0 0.108
C -3.521308 0.503356 3.176267 0.0 0.0 0.0 -0.027
H -4.535926 0.869436 3.332728 0.0 0.0 0.0 0.106
H -3.839971 3.013919 2.051579 0.0 0.0 0.0 0.105
C -1.793514 -0.694673 -2.994678 0.0 -0.1 0.0 -0.031
H 1.488384 -3.588811 3.582134 0.0 0.0 0.0 0.107
H -2.429005 2.968194 0.994030 0.0 0.0 0.0 0.069
C -2.855967 2.565303 1.916151 0.0 0.0 0.0 -0.011
N 0.889676 1.419375 -2.631031 0.0 -0.1 0.1 0.172
C 1.887376 2.134712 1.641553 0.0 0.0 0.0 -0.665
N -1.453421 -1.171912 -0.563066 0.2 -0.2 0.0 0.007
H -2.183330 -1.176878 -3.890783 0.0 0.0 0.0 0.103
H -1.000193 -3.299761 -3.071077 0.0 0.0 0.0 0.108
C 3.509709 -1.120761 -2.338053 0.0 0.0 -0.1 0.002
Ge -0.165515 0.378010 3.005308 0.0 0.0 0.1 1.130
H 3.510771 1.762370 -3.635204 0.0 0.0 0.0 0.110
H 2.905507 -2.004896 -2.129293 0.0 0.0 0.0 0.095
N -0.623250 3.125985 -2.786704 0.0 0.0 0.0 0.221
H -1.139690 -3.208963 0.900084 0.0 0.0 0.0 0.054
H 1.879071 -0.974034 -0.712635 0.0 0.0 0.0 0.035
C 1.609577 0.343003 -2.128448 -0.1 0.1 0.0 -0.396
H 1.182447 1.757037 -3.532517 0.0 0.0 0.0 0.131
H -2.447135 0.144440 -2.755742 0.0 0.0 0.0 0.082
C 0.586450 -2.481968 1.978333 0.0 0.0 0.0 -0.642
H 1.187786 -2.853240 -0.068721 0.0 0.0 0.0 0.054
Ir -0.345567 0.077236 0.172978 -0.2 0.0 0.0 1.534
C -0.212732 2.050624 -2.096527 0.0 0.0 0.0 -0.466
H 2.653451 3.657013 2.962855 0.0 0.0 0.0 0.104
C 3.173504 0.777367 -3.962310 0.0 -0.1 -0.1 -0.003
H -3.156024 -3.098306 -0.905356 0.0 0.0 0.0 0.090
H 2.425215 0.865165 -4.753457 0.0 0.0 0.0 0.102
H 3.154774 0.563596 0.854240 0.0 0.0 0.0 0.065
N -0.824437 1.623472 -1.039080 0.1 0.0 -0.1 0.018
C -0.721143 -2.809542 -2.138317 0.0 0.0 0.1 -0.017
H 4.229651 -1.392852 -3.102531 0.0 0.0 0.0 0.104
C -0.668776 -3.331651 1.874680 0.0 0.0 0.0 -0.009
O -1.627874 0.484971 1.723134 -0.1 -0.1 0.0 -0.494
H 2.101005 2.393427 -0.496044 0.0 0.0 0.0 0.058
H 4.052363 -0.821375 -1.437992 0.0 0.0 0.0 0.108
H 4.016104 0.260333 -4.408857 0.0 0.0 0.0 0.104
H 4.004651 1.752215 1.852261 0.0 0.0 0.0 0.104
C 1.620926 -2.875176 0.933901 0.0 0.0 0.0 -0.023
C 1.186748 -2.562565 3.372900 0.0 0.0 0.0 -0.040
C 1.980414 3.005789 0.399302 0.0 0.0 0.0 -0.022
H -0.711692 -3.561298 -1.350474 0.0 0.0 0.0 0.083
C -2.965135 1.047583 1.868149 0.0 0.1 0.0 -0.652
O 0.669468 1.351916 1.547116 -0.1 0.1 0.0 -0.489
H 0.461150 -2.274114 4.135530 0.0 0.0 0.0 0.079
H 2.847322 3.662884 0.470589 0.0 0.0 0.0 0.104
N 2.674194 -0.033889 -2.848414 0.0 0.1 0.1 -0.111
H 1.736910 2.409611 3.794358 0.0 0.0 0.0 0.070
H -0.425523 -4.385119 2.015860 0.0 0.0 0.0 0.106
H -0.793223 -0.330173 -3.220996 0.0 0.0 0.0 0.059
C -3.153860 -2.379925 -1.724358 0.0 0.0 0.0 -0.029
H -2.222979 2.883480 2.746269 0.0 0.0 0.0 0.093
C -1.775345 -1.718033 -1.856368 -0.1 0.2 0.0 -0.672
H 2.977877 0.539533 2.617526 0.0 0.0 0.0 0.086
H 1.973667 -3.890170 1.115617 0.0 0.0 0.0 0.109
C 1.779919 3.010188 2.883596 0.0 0.0 0.0 -0.037
H -1.440071 3.635748 -2.493709 0.0 0.0 0.0 0.136
H -1.390013 -3.041908 2.639789 0.0 0.0 0.0 0.098
H -3.406119 -2.901359 -2.647616 0.0 0.0 0.0 0.099
C -3.807630 0.573847 0.697412 0.0 0.0 0.0 -0.030
H -3.924348 -1.632974 -1.533148 0.0 0.0 0.0 0.082
H 0.276392 -2.386787 -2.251811 0.0 0.0 0.0 0.059
H 0.890184 3.639642 2.835306 0.0 0.0 0.0 0.096
H -3.407946 0.928579 -0.257054 0.0 0.0 0.0 0.063
H 2.068457 -1.924653 3.461581 0.0 0.0 0.0 0.089
H -3.547189 -0.586386 3.156780 0.0 0.0 0.0 0.098
O 0.235355 -1.084024 1.757360 0.2 0.0 0.0 -0.491
C 3.076818 1.189620 1.745750 0.0 0.0 0.0 -0.015
H -0.040090 3.569450 -3.476167 0.0 0.0 0.0 0.132
H -1.584409 2.218284 -0.735106 0.0 0.0 0.0 0.081
H 1.089462 3.627540 0.299807 0.0 0.0 0.0 0.092
N 1.250388 -0.248245 -1.025638 0.0 0.0 -0.1 0.023
H -3.848488 -0.514713 0.672949 0.0 0.0 0.0 0.084
```
Forces are in eV/Å.

***

Entry 3:
ORCA calculation (ωB97M-V with the def2-TZVPD basis set) on a molecular structure, C20H47NOP3Pt at a distorted geometry.

As for the energy: -56146.625 eV. The value obtained for the LUMO energy (alpha / beta) is -1.802 / -3.878 eV. As for the multiplicity: 3. The expectation value of S² is 2.01. The total charge is +1.

Structure (XYZ):
```
73
Properties=species:S:1:pos:R:3:forces:R:3:mulliken_spin:R:1
H -2.817770 -3.590137 -2.376150 0.0 0.2 0.2 0.000
H 3.284237 -0.785888 -0.745149 0.0 0.2 0.3 0.003
C 2.472648 1.885478 2.140941 0.1 -0.3 0.0 0.032
H 4.566540 -2.165418 0.936139 -0.2 0.1 0.1 0.000
C -0.809802 1.476180 1.162912 -1.7 3.4 2.2 0.232
H 3.956820 3.031805 3.186871 0.0 -0.2 -0.2 -0.001
C 3.622088 -0.366004 0.220972 0.1 0.1 0.3 0.032
H 1.427063 -2.962775 0.266887 -0.3 0.0 0.1 0.008
C 3.733808 -1.510687 1.229907 0.2 -0.2 0.0 0.009
H -0.382799 2.853736 -3.023096 -0.3 -0.2 0.3 -0.001
Pt -0.040422 0.188632 0.005101 -0.3 0.9 0.3 0.713
H 5.409175 0.740242 0.893154 -0.1 -0.2 -0.3 0.000
C 3.927735 2.302642 2.364095 0.1 0.3 0.3 0.010
H 1.893428 2.788841 1.876779 0.1 -0.2 -0.1 0.009
C -4.847694 0.607280 -1.577594 -0.3 0.2 0.1 0.009
C -1.959427 -2.221124 1.866888 0.0 0.0 0.2 0.009
H 2.834192 -2.132711 1.258155 0.2 0.2 0.1 -0.001
H -1.995442 -3.066465 -0.908383 -0.3 0.1 -0.2 -0.001
H 0.945973 3.529633 -0.514451 0.2 -0.3 -0.2 0.012
H -3.701231 -2.624968 -1.184237 0.2 0.0 -0.1 -0.002
C -3.148366 -1.278056 -3.671533 -0.1 -0.2 -0.1 0.012
H -1.307550 3.096324 -1.535103 0.1 -0.3 -0.2 0.011
H -4.930308 0.721603 1.128987 0.2 -0.2 -0.1 0.000
H -5.689770 1.167987 -1.146239 0.1 -0.2 -0.1 -0.001
H -2.797896 -0.441661 -4.284644 -0.2 -0.2 0.2 0.000
H 1.621197 -1.626025 2.902644 -0.3 0.0 0.0 0.001
H -1.806626 -3.140247 2.450594 -0.1 0.2 -0.2 -0.001
H 3.115658 1.615162 -1.494738 -0.1 0.1 0.3 0.000
C 1.321090 2.721860 -1.189687 -0.2 0.4 -0.1 -0.011
H 4.360395 2.800253 1.487674 0.0 -0.2 0.2 0.000
C -0.798308 2.310878 -2.145544 0.1 0.4 0.0 -0.010
H -4.632870 1.062918 -2.551878 -0.1 -0.2 0.2 0.000
H 4.960608 1.057804 -0.801082 0.0 -0.1 0.2 0.000
H 1.531008 3.230206 -2.156624 0.0 -0.2 0.5 -0.002
H -2.711276 1.752535 -2.935617 0.1 -0.3 0.0 0.002
H 0.305088 -2.733704 3.397358 0.2 0.2 -0.1 -0.001
C 4.990791 0.293878 -0.017530 0.2 -0.1 0.0 0.012
H 3.245002 2.902562 -0.261094 0.0 -0.3 -0.1 0.002
H 0.143815 -0.990761 3.682532 0.1 -0.1 -0.1 0.001
C -2.277075 -1.506204 -2.425509 -0.3 0.1 0.1 0.034
N 0.303990 1.714653 -1.416843 0.2 0.9 -0.9 0.449
H -2.456496 -1.491561 2.515522 0.1 -0.1 -0.2 0.001
H -4.204863 -1.114814 -3.425263 0.4 -0.1 -0.1 0.000
H 0.235179 -3.956240 1.169068 0.1 0.0 -0.3 -0.004
C 0.366148 -3.091262 0.503215 -0.1 -0.3 0.4 0.005
H -3.397408 1.766917 -0.499000 0.1 -0.3 -0.1 0.008
P -0.306618 -1.613177 1.365699 0.4 -2.3 0.1 0.107
H 1.978732 2.053595 4.232316 0.0 -0.2 -0.2 0.000
H -3.089941 -2.175905 -4.301129 0.0 0.2 0.1 0.001
C -3.662582 0.700192 -0.614111 0.1 -0.3 0.0 0.031
H 0.773400 1.150590 3.325438 0.3 0.0 -0.1 -0.004
H 1.136713 -0.596039 -2.039798 0.5 -0.1 -1.0 0.021
C -4.036273 0.186744 0.777760 -0.2 0.0 0.1 0.012
O -1.243017 2.386008 1.733566 0.9 -2.0 -1.2 0.006
C 0.535711 -1.740351 2.986425 -0.1 -0.1 0.1 0.009
H 5.691193 -0.479949 -0.359181 -0.1 0.1 0.1 0.001
H 4.562420 1.453158 2.654491 -0.2 0.3 -0.1 0.001
H -2.601744 -2.440278 1.007990 0.2 0.1 0.2 0.001
H 3.946722 -1.149318 2.246212 0.0 0.0 -0.2 -0.001
H -1.338891 0.754033 -3.495033 -0.2 0.1 0.3 0.000
C 2.604280 2.105204 -0.654107 -0.4 0.1 -0.5 0.018
H -0.155172 -3.269617 -0.442429 0.1 0.1 0.3 0.007
P 2.232970 0.821019 0.613019 1.3 0.7 -0.2 0.086
H -3.251776 0.374625 1.520626 -0.1 -0.1 -0.2 -0.004
H 1.452300 -0.570336 -2.743384 -0.2 -0.3 0.5 -0.002
C -1.784607 1.257081 -2.625197 0.6 0.2 -0.1 0.017
H -4.274040 -0.884031 0.773695 0.0 0.2 0.0 0.000
C -2.721676 -2.756840 -1.665735 -0.1 -0.2 -0.1 0.010
P -2.074058 -0.011327 -1.321316 -0.9 0.2 -1.2 0.084
H 2.334558 0.390665 3.739422 -0.1 0.2 -0.1 0.001
C 1.852151 1.322739 3.420951 0.0 0.1 0.2 0.012
H -5.183099 -0.429651 -1.723037 0.1 0.3 0.1 0.001
H -1.237936 -1.662133 -2.772562 -0.3 0.1 0.2 0.007
```
Forces are in eV/Å.

***

Q: What is the formula in the second record?
A: C20H47GeIrN6O3